Run a
12
Properties=species:S:1:pos:R:3 method="wB97M-V/def2-TZVPD" charge=0 e_homo_ev="-7.71 / -7.71" spin_multiplicity=1
C 2.122 0.747 0.153
C 3.404 1.290 0.054
C 0.215 -1.461 -0.110
C -0.106 -0.141 0.018
N 1.419 -1.953 0.115
N 3.155 -0.159 0.174
N 0.793 0.894 0.114
O 4.368 1.939 -0.172
S 2.915 -1.730 -0.063
H -0.680 -2.049 -0.228
H -1.156 0.272 -0.148
H 0.357 1.771 -0.072

Run b
12
Properties=species:S:1:pos:R:3 method="wB97M-V/def2-TZVPD" charge=0 e_homo_ev="-8.15 / -8.15" spin_multiplicity=1
O 2.536 0.010 2.326
S 1.537 -0.714 1.494
C -0.017 -0.032 1.452
N -1.116 -0.379 1.066
C -1.908 -0.074 0.048
C -1.382 0.540 -1.096
N -0.147 0.715 -1.457
N 0.957 0.154 -1.316
C 1.792 -0.262 -0.556
H -2.928 -0.347 0.314
H -2.144 0.927 -1.698
H 2.820 -0.537 -0.577

run a is the most stable structure; the next one sits 266.7 kJ/mol above it.

Run a
61
Properties=species:S:1:pos:R:3 method="wB97M-V/def2-TZVPD" charge=+1 e_homo_ev="-10.02 / -9.96" s2=0.771 spin_multiplicity=2
Ir 2.060 -0.576 0.381
N 4.874 -0.865 3.713
C 4.195 -0.860 2.566
S 2.441 -0.982 2.680
N 4.877 -0.819 1.445
N 4.112 -0.746 0.348
C 4.637 -0.861 -0.823
C 3.741 -0.809 -1.970
C 4.208 -0.843 -3.274
C 3.300 -0.836 -4.322
C 1.946 -0.819 -4.035
C 1.544 -0.785 -2.710
N 2.411 -0.765 -1.701
H 4.386 -0.973 4.584
H 5.879 -0.920 3.695
H 5.704 -1.017 -0.932
H 5.274 -0.884 -3.448
H 3.645 -0.856 -5.347
H 1.206 -0.841 -4.821
H 0.496 -0.802 -2.435
C 0.508 3.360 -0.749
Si 1.290 2.776 0.856
C 3.157 2.771 0.751
C 0.629 3.716 2.330
N 0.869 1.049 0.978
C -0.300 0.430 0.869
C -1.585 0.918 0.981
C -2.704 0.155 0.422
C -2.848 -1.966 0.877
C -1.634 -2.523 1.528
C -0.531 -2.366 0.693
F 0.477 -3.257 0.742
H 0.699 4.422 -0.914
H -0.575 3.213 -0.736
H 0.912 2.808 -1.600
H 3.552 3.789 0.705
H 3.490 2.245 -0.146
H 3.603 2.280 1.618
H 1.043 4.727 2.326
H 0.905 3.243 3.273
H -0.458 3.806 2.298
H -1.778 1.903 1.395
H -3.329 0.840 -0.155
H -3.549 -2.774 0.654
H -1.655 -3.200 2.371
F -7.642 -0.719 0.494
C -6.877 -0.863 -0.594
F -7.276 -1.983 -1.220
F -7.154 0.166 -1.420
C -5.400 -0.906 -0.286
C -5.008 -0.696 0.976
C -3.576 -0.693 1.411
C -2.351 -1.166 -0.369
C -3.251 -1.289 -1.556
C -4.578 -1.158 -1.485
C -0.893 -1.552 -0.536
C 0.022 -0.897 0.334
H -5.761 -0.536 1.735
H -3.453 -0.475 2.471
H -2.784 -1.486 -2.514
H -5.144 -1.258 -2.403

Run b
61
Properties=species:S:1:pos:R:3 method="wB97M-V/def2-TZVPD" charge=+1 e_homo_ev="-10.23 / -10.24" s2=0.778 spin_multiplicity=2
Ir -0.241 -0.409 0.267
N 1.587 3.496 0.574
C 0.923 2.379 0.262
S 1.308 0.951 1.233
N 0.064 2.452 -0.740
N -0.548 1.255 -0.951
C -1.263 1.054 -1.993
C -1.868 -0.273 -2.159
C -2.693 -0.571 -3.221
C -3.211 -1.860 -3.330
C -2.871 -2.803 -2.385
C -2.028 -2.439 -1.339
N -1.549 -1.205 -1.223
H 2.290 3.495 1.291
H 1.477 4.310 -0.009
H -1.405 1.835 -2.732
H -2.925 0.189 -3.954
H -3.863 -2.114 -4.154
H -3.236 -3.818 -2.441
H -1.692 -3.146 -0.592
C -3.973 -0.844 2.362
Si -2.555 0.327 2.614
C -2.678 1.836 1.551
C -2.262 0.738 4.398
N -1.094 -0.592 2.033
C -0.575 -1.753 2.438
C -0.744 -2.515 3.563
C -0.220 -3.890 3.506
C 1.809 -4.179 2.791
C 2.455 -3.035 2.074
C 1.761 -2.742 0.949
F 2.294 -2.069 -0.074
H -4.901 -0.394 2.720
H -3.828 -1.780 2.904
H -4.104 -1.080 1.303
H -3.498 2.469 1.898
H -2.879 1.573 0.511
H -1.761 2.427 1.584
H -3.045 1.418 4.742
H -1.302 1.236 4.541
H -2.293 -0.142 5.043
H -1.269 -2.155 4.440
H -0.978 -4.569 3.903
H 2.467 -5.039 2.637
H 3.495 -2.766 2.199
F 1.449 -7.788 6.192
C 0.900 -7.913 4.978
F 1.630 -8.816 4.299
F -0.324 -8.449 5.146
C 0.813 -6.611 4.221
C 1.211 -5.490 4.829
C 1.177 -4.129 4.199
C 0.408 -4.379 2.140
C 0.084 -5.828 1.937
C 0.263 -6.777 2.859
C 0.376 -3.508 0.864
C 0.134 -2.183 1.210
H 1.597 -5.566 5.837
H 1.519 -3.351 4.878
H -0.315 -6.110 0.969
H -0.008 -7.792 2.597

run b is the most stable structure; the next one sits 74.6 kJ/mol above it.

Run a
15
Properties=species:S:1:pos:R:3 method="wB97M-V/def2-TZVPD" charge=0 e_homo_ev="-7.13 / -9.95" s2=2.018 spin_multiplicity=3
C 1.590 -0.030 0.047
C 1.731 1.151 0.576
C -0.544 -1.033 0.746
C -0.649 0.445 -1.120
C 0.272 -0.619 -0.546
N -1.509 0.152 0.880
N -1.379 1.044 -0.068
H 2.151 -0.813 0.468
H 1.579 2.147 0.278
H -1.258 -1.826 0.462
H 0.182 -1.150 1.603
H -0.055 1.235 -1.749
H -1.199 0.092 -2.051
H 0.644 -1.465 -1.265
H -1.555 0.672 1.738

Run b
15
Properties=species:S:1:pos:R:3 method="wB97M-V/def2-TZVPD" charge=0 e_homo_ev="-3.88 / -8.86" s2=2.007 spin_multiplicity=3
C 2.036 0.344 0.181
C 1.022 1.210 0.508
C 1.440 -0.849 -0.045
C -0.218 0.641 0.343
C -1.642 0.955 0.299
N 0.109 -0.773 -0.144
N -0.856 -1.513 -0.737
H 3.088 0.484 0.579
H 1.190 2.206 0.794
H 1.922 -1.762 -0.307
H -2.226 0.179 0.902
H -1.869 1.971 0.597
H -2.086 0.740 -0.780
H -1.135 -2.451 -0.371
H -0.774 -1.381 -1.817

run a is the most stable structure; the next one sits 7.9 kJ/mol above it.

Run a
16
Properties=species:S:1:pos:R:3 method="wB97M-V/def2-TZVPD" charge=0 e_homo_ev=-8.62 spin_multiplicity=1
C -2.051 0.071 -0.060
C -0.105 -1.064 0.242
C 1.829 -0.267 0.006
C 0.599 0.271 0.117
H -1.476 1.202 -0.591
H -2.973 -0.326 -0.457
H -2.045 0.361 1.192
H 0.488 -3.091 -0.122
H 2.554 1.474 0.272
H -0.550 2.176 0.701
H -0.533 1.595 -1.024
N 0.714 -2.057 0.019
N 1.996 -1.571 -0.178
N 0.015 1.772 -0.093
O -1.493 -1.117 -0.034
O 3.032 0.571 0.011

Run b
16
Properties=species:S:1:pos:R:3 method="wB97M-V/def2-TZVPD" charge=0 e_homo_ev=-8.07 spin_multiplicity=1 smiles="N/N=C1/CCOC=NO1"
N -2.918 -0.606 -0.208
N -2.116 0.478 0.060
C -0.823 -0.002 0.532
C 0.230 0.981 0.649
C 1.215 0.946 -0.499
O 2.326 0.105 -0.168
C 1.940 -1.236 0.081
N 0.779 -1.714 0.186
O -0.553 -1.296 0.165
H -2.433 -1.291 -0.822
H -3.828 -0.078 -0.546
H 0.809 0.865 1.609
H -0.156 2.192 0.692
H 0.704 0.655 -1.402
H 1.924 1.749 -0.567
H 2.901 -1.747 0.238

run b is the most stable structure; the next one sits 84.3 kJ/mol above it.

Run a
17
Properties=species:S:1:pos:R:3 method="wB97M-V/def2-TZVPD" charge=0 e_homo_ev="-7.79 / -7.46" spin_multiplicity=1
C -0.639 -1.787 -0.905
C -1.380 -0.572 -0.470
C 0.749 1.597 0.844
C 1.297 1.180 -0.419
O 0.827 -1.740 1.289
O -1.505 0.501 -1.332
O -1.757 -0.587 0.659
P 1.130 -1.646 -0.207
H -1.086 -2.631 -0.348
H -0.613 -1.912 -2.019
H -0.337 1.571 1.164
H 1.056 0.899 1.795
H 1.074 2.624 1.171
H 2.309 1.355 -0.574
H 0.720 0.874 -1.282
H -1.976 1.229 -0.885
H 0.132 -0.956 1.520

Run b
17
Properties=species:S:1:pos:R:3 method="wB97M-V/def2-TZVPD" charge=0 e_homo_ev=-9.31 spin_multiplicity=1 smiles="CCP(O)CC(=O)O"
C -0.945 1.412 0.570
C -0.836 0.107 1.319
P -0.359 -1.483 0.294
O -1.911 -1.622 -1.105
C 0.534 -0.543 -0.961
C 1.832 -0.348 -0.337
O 2.001 -0.673 0.784
O 2.770 0.331 -1.064
H -1.503 2.108 1.147
H 0.009 1.890 0.250
H -1.399 1.282 -0.418
H -1.730 -0.189 1.820
H -0.048 0.262 2.190
H -2.697 -1.876 -0.534
H -0.055 0.218 -1.431
H 0.712 -1.198 -1.877
H 3.625 0.324 -0.649

run b is the most stable structure; the next one sits 156.4 kJ/mol above it.

Run a
13
Properties=species:S:1:pos:R:3 method="wB97M-V/def2-TZVPD" charge=+1 e_homo_ev="-11.68 / -11.68" spin_multiplicity=1
C 0.377 -1.776 -0.154
C 0.640 0.493 -0.732
C -1.220 0.169 0.878
N 1.113 -0.851 -0.632
N -0.117 0.998 0.469
O 0.127 -2.829 0.186
I -3.123 0.472 -0.024
H 1.547 1.132 -0.932
H -0.076 0.546 -1.460
H -1.352 -0.274 1.917
H 2.031 -1.096 -0.795
H 0.567 1.121 1.115
H -0.514 1.895 0.164

Run b
13
Properties=species:S:1:pos:R:3 method="wB97M-V/def2-TZVPD" charge=+1 e_homo_ev=-13.91 spin_multiplicity=1 smiles="CN1C=[NH+]O[C@@H]1I"
C 1.170 -0.161 0.449
N -0.210 -0.234 0.039
C -1.117 0.687 -0.158
N -2.306 0.266 -0.556
O -2.108 -1.079 -0.848
C -0.710 -1.560 -0.141
I -1.008 -2.656 1.652
H 1.544 0.902 0.484
H 1.432 -0.678 1.510
H 1.652 -0.572 -0.358
H -0.791 1.698 -0.260
H -3.302 0.461 -0.400
H -0.339 -2.195 -1.035

run b is the most stable structure; the next one sits 63.0 kJ/mol above it.

Run a
10
Properties=species:S:1:pos:R:3 method="wB97M-V/def2-TZVPD" charge=0 e_homo_ev=-9.65 spin_multiplicity=1 smiles="FC1=CC[C@@H]1Cl"
F -0.530 2.532 0.023
C -0.102 1.294 0.068
C 0.763 0.518 0.726
C 0.355 -0.800 0.231
C -0.820 -0.294 -0.617
Cl -0.607 -0.539 -2.365
H 1.510 0.757 1.347
H 1.218 -1.418 -0.263
H -0.052 -1.626 1.054
H -1.734 -0.423 -0.204

Run b
10
Properties=species:S:1:pos:R:3 method="wB97M-V/def2-TZVPD" charge=0 e_homo_ev=-10.07 spin_multiplicity=1 smiles=CC#C[C@@H](F)Cl
C 2.094 -0.317 -0.292
C 0.591 0.020 0.024
C -0.531 0.396 0.343
C -1.952 0.427 0.393
F -2.415 1.333 -0.557
Cl -2.514 -1.150 -0.193
H 2.303 0.243 -1.219
H 2.798 -0.178 0.513
H 2.056 -1.427 -0.369
H -2.429 0.653 1.357

run b is the most stable structure; the next one sits 91.6 kJ/mol above it.

Run a
13
Properties=species:S:1:pos:R:3 method="wB97M-V/def2-TZVPD" charge=0 e_homo_ev="-7.67 / -7.27" spin_multiplicity=1
C -1.550 0.738 -1.092
C -1.990 -0.028 -0.046
C 0.351 0.822 -0.991
C 2.299 -0.782 0.603
S 1.185 -0.611 -0.869
Cl 0.737 2.188 -0.021
H -1.798 0.239 -1.992
H -1.619 1.856 -1.150
H -1.927 0.365 0.933
H -2.253 -1.135 -0.132
H 3.162 -1.087 0.201
H 1.783 -1.658 1.159
H 2.315 0.162 1.170

Run b
13
Properties=species:S:1:pos:R:3 method="wB97M-V/def2-TZVPD" charge=0 e_homo_ev="-8.45 / -8.20" spin_multiplicity=1
C -1.894 -1.695 0.998
C -1.703 -1.038 -0.087
C -1.340 -3.081 1.214
C -1.312 2.810 0.888
S -2.537 1.537 0.185
Cl -1.138 -1.071 -1.610
H -2.058 -1.060 1.978
H -0.385 -2.899 1.713
H -0.927 -3.509 0.274
H -2.071 -3.808 1.630
H -1.381 3.823 0.451
H -0.322 2.441 0.777
H -1.599 2.824 1.956

run b is the most stable structure; the next one sits 28.2 kJ/mol above it.

Run a
13
Properties=species:S:1:pos:R:3 method="wB97M-V/def2-TZVPD" charge=+1 e_homo_ev="-15.34 / -15.99" spin_multiplicity=1
C 0.145 1.452 -1.308
C -0.425 0.254 -0.444
N 1.618 -0.041 0.660
N -0.698 -2.059 1.266
N 0.439 -0.232 0.541
H -0.550 1.621 -2.021
H 0.401 2.249 -0.537
H 0.962 1.271 -1.853
H -0.785 -0.434 -1.178
H -1.457 0.372 0.172
H 2.135 -0.432 1.442
H -1.601 -1.646 1.207
H -0.187 -2.375 2.052

Run b
13
Properties=species:S:1:pos:R:3 method="wB97M-V/def2-TZVPD" charge=+1 e_homo_ev=-13.62 spin_multiplicity=1
C -1.835 -0.237 0.174
C 0.714 0.349 0.174
N 2.867 -0.406 0.088
N 1.819 0.010 -0.409
N -0.624 0.277 -0.543
H -2.746 0.236 -0.253
H -1.775 -1.315 0.149
H -1.640 0.141 1.179
H 0.728 1.292 0.749
H 0.293 -0.593 1.633
H 3.588 -0.673 -0.585
H -0.631 1.263 -0.881
H -0.757 -0.343 -1.475

run b is the most stable structure; the next one sits 66.1 kJ/mol above it.

Run a
13
Properties=species:S:1:pos:R:3 method="wB97M-V/def2-TZVPD" charge=+1 e_homo_ev=-14.08 spin_multiplicity=1
C 1.251 -0.959 -2.437
N 0.658 -0.034 -1.807
H 0.934 -2.076 -2.182
H 1.843 -0.857 -3.375
H 0.809 0.940 -2.026
H -0.446 0.203 -0.224
N -0.067 1.013 2.290
C -1.068 0.292 1.790
N -1.133 -0.026 0.515
H 0.636 1.365 1.615
H 0.188 1.149 3.326
H -1.796 -0.223 2.463
H -1.810 -0.788 0.053

Run b
13
Properties=species:S:1:pos:R:3 method="wB97M-V/def2-TZVPD" charge=+1 e_homo_ev=-13.92 spin_multiplicity=1
C 0.815 -0.747 -0.194
C -0.143 0.338 -0.394
N -0.544 -0.894 -0.325
N -0.336 1.646 -0.476
N -1.462 -1.771 0.024
H 1.519 -0.924 -0.940
H 1.317 -0.829 0.854
H -2.423 -0.056 -1.220
H 0.400 2.272 -0.598
H -1.342 1.890 -0.363
H -3.169 0.071 -1.009
H -2.249 -1.859 -0.665
H -1.170 -2.575 0.602

Run c
13
Properties=species:S:1:pos:R:3 method="wB97M-V/def2-TZVPD" charge=+1 e_homo_ev=-14.91 spin_multiplicity=1 smiles=C1NC[NH2+]N1
C -0.129 -1.117 -0.590
N 0.871 -0.120 -0.895
C 0.936 0.709 0.227
N -0.533 0.529 0.890
N -1.220 -0.365 0.053
H -0.477 -1.657 -1.465
H 0.265 -1.827 0.146
H 0.711 0.347 -1.779
H 1.629 0.332 0.980
H 1.136 1.754 0.006
H -0.359 -0.093 1.949
H -1.042 1.386 1.116
H -1.789 0.122 -0.637

Run d
13
Properties=species:S:1:pos:R:3 method="wB97M-V/def2-TZVPD" charge=+1 e_homo_ev="-13.59 / -13.59" spin_multiplicity=1
C -1.142 0.085 0.422
C 0.981 -0.858 0.257
N -2.389 0.375 -0.014
N 1.901 0.869 -0.369
N -0.250 -0.630 -0.283
H -0.796 0.496 1.310
H 1.785 -1.472 -0.088
H 0.977 -0.576 1.333
H -2.972 1.109 0.359
H -2.751 0.105 -0.919
H 2.441 0.471 -1.123
H 2.559 0.808 0.407
H -0.345 -0.782 -1.291

run a is the most stable structure; the next one sits 124.3 kJ/mol above it.

Run a
53
Properties=species:S:1:pos:R:3 method="wB97M-V/def2-TZVPD" charge=-1 e_homo_ev=-4.70 spin_multiplicity=1
Ir 0.804 -2.238 0.008
Br -4.236 -0.895 4.062
C -2.779 -1.342 2.954
C -2.869 -2.421 2.090
C -1.782 -2.702 1.288
N -0.657 -1.981 1.334
C -0.575 -0.929 2.169
C -1.629 -0.582 3.001
C 0.689 -0.196 2.090
C 1.058 0.849 2.919
C 2.312 1.390 2.726
Br 2.884 2.820 3.815
C 3.146 0.900 1.734
C 2.695 -0.131 0.938
N 1.488 -0.664 1.124
H -3.760 -3.029 2.031
H -1.784 -3.520 0.584
H -1.561 0.271 3.659
H 0.402 1.234 3.685
H 4.133 1.310 1.576
H 3.285 -0.575 0.147
O 2.528 -2.426 2.805
N 2.328 -3.559 2.412
O 1.616 -3.687 1.366
N -0.543 -1.093 -1.056
C -0.578 0.133 -1.327
C 0.535 1.145 -1.174
C 0.372 2.224 -0.305
C 1.393 3.142 -0.105
C 2.588 3.010 -0.801
C 2.750 1.950 -1.682
C 1.739 1.014 -1.861
C -1.879 0.709 -1.842
C -1.917 1.887 -2.586
C -3.112 2.361 -3.112
C -4.293 1.668 -2.895
C -4.267 0.498 -2.145
C -3.073 0.026 -1.627
H -0.571 2.341 0.221
H 1.256 3.963 0.590
H 3.385 3.730 -0.656
H 3.676 1.840 -2.234
H 1.873 0.167 -2.523
H -0.998 2.429 -2.770
H -3.116 3.274 -3.696
H -5.224 2.030 -3.312
H -5.185 -0.053 -1.972
H -3.032 -0.896 -1.061
O 3.131 -3.877 -2.987
S 2.233 -3.016 -2.270
O 1.844 -1.815 -2.973
O 2.710 -2.657 -0.840
S 0.566 -4.034 -1.517

Run b
53
Properties=species:S:1:pos:R:3 method="wB97M-V/def2-TZVPD" charge=-1 e_homo_ev="-3.42 / -3.42" spin_multiplicity=1
Ir -0.128 1.354 3.364
Br -5.055 0.606 -0.898
C -3.473 1.009 0.060
C -3.502 1.897 1.145
C -2.325 2.122 1.795
N -1.144 1.520 1.496
C -1.118 0.683 0.413
C -2.281 0.421 -0.311
C 1.306 0.110 0.565
C 2.388 -0.410 -0.166
C 3.656 -0.337 0.356
Br 5.097 -1.100 -0.613
C 3.874 0.275 1.598
C 2.760 0.718 2.267
N 1.512 0.630 1.799
H -4.414 2.381 1.453
H -2.298 2.807 2.630
H -2.261 -0.238 -1.163
H 2.231 -0.887 -1.119
H 4.858 0.364 2.024
H 2.853 1.160 3.247
O 0.677 -1.203 3.887
N -0.269 -0.527 3.537
O -1.357 -0.938 3.130
N 0.056 0.077 -0.011
C -0.022 -0.582 -1.284
C 0.032 0.254 -2.441
C 0.601 1.541 -2.352
C 0.709 2.347 -3.461
C 0.238 1.919 -4.694
C -0.378 0.680 -4.790
C -0.489 -0.140 -3.690
C -0.119 -2.006 -1.286
C 0.290 -2.783 -2.390
C 0.156 -4.153 -2.381
C -0.371 -4.803 -1.273
C -0.727 -4.060 -0.155
C -0.598 -2.689 -0.149
H 0.985 1.883 -1.403
H 1.168 3.321 -3.374
H 0.334 2.549 -5.566
H -0.785 0.356 -5.736
H -1.017 -1.077 -3.778
H 0.755 -2.303 -3.238
H 0.482 -4.724 -3.239
H -0.481 -5.879 -1.275
H -1.108 -4.562 0.721
H -0.896 -2.122 0.720
O -1.500 2.888 4.720
S -0.186 2.895 5.372
O 0.275 1.504 5.579
O -0.064 3.761 6.509
S 1.073 3.490 3.850

run a is the most stable structure; the next one sits 289.2 kJ/mol above it.